Entry 1:
{"formula": "C8F16O2S", "method": "ωB97M-V with the def2-TZVPD basis set", "charge": 0, "relative_energy_kcal_mol": 43.8, "smiles": "O=S(=O)(F)[C@]1(F)C(F)(F)C(F)(F)[C@@](F)(C(F)(F)C(F)(F)F)C(F)(F)C1(F)F", "lumo_ev": -0.4, "multiplicity": 1, "elements": ["O", "S", "O", "F", "C", "F", "C", "F", "F", "C", "F", "F", "C", "F", "C", "F", "F", "C", "F", "F", "F", "C", "F", "F", "C", "F", "F"], "positions_angstrom": [[2.532, -2.963, 2.139], [1.814, -2.883, 0.773], [2.640, -3.658, -0.103], [0.405, -3.539, 0.765], [1.711, -1.152, 0.174], [2.985, -0.710, 0.004], [1.288, -0.261, 1.408], [2.384, 0.241, 2.168], [0.459, -1.041, 2.167], [0.397, 0.943, 0.967], [0.143, 1.641, 2.087], [1.246, 1.770, 0.350], [-0.814, 0.637, 0.051], [-1.834, 0.377, 0.895], [-1.336, 2.032, -0.750], [-0.884, 3.121, -0.145], [-0.834, 1.935, -2.069], [-2.884, 2.272, -0.824], [-3.553, 1.336, -1.430], [-3.517, 2.319, 0.418], [-3.181, 3.426, -1.402], [-0.553, -0.693, -0.848], [-1.206, -0.717, -1.990], [-1.036, -1.700, -0.063], [1.022, -0.914, -1.123], [1.610, 0.177, -1.696], [0.996, -1.998, -1.922]]}


Entry 2:
{"formula": "C8F24Li2N4O16S8", "method": "ωB97M-V with the def2-TZVPD basis set", "charge": -2, "relative_energy_kcal_mol": 182.4, "lumo_ev": 0.9, "multiplicity": 1, "elements": ["Li", "Li", "C", "F", "F", "F", "S", "O", "O", "N", "S", "O", "O", "C", "F", "F", "F", "C", "F", "F", "F", "S", "O", "O", "N", "S", "O", "O", "C", "F", "F", "F", "C", "F", "F", "F", "S", "O", "O", "N", "S", "O", "O", "C", "F", "F", "F", "C", "F", "F", "F", "S", "O", "O", "N", "S", "O", "O", "C", "F", "F", "F"], "positions_angstrom": [[-2.066, -2.307, 0.202], [5.337, -3.034, -3.235], [-3.405, -0.117, -1.877], [-2.480, 0.683, -1.291], [-3.836, 0.574, -2.957], [-3.039, -1.446, -2.105], [-5.075, -0.248, -0.870], [-5.558, 1.094, -0.630], [-5.803, -1.150, -1.752], [-4.467, -1.052, 0.512], [-5.730, -1.075, 1.401], [-6.055, 0.255, 2.013], [-6.886, -1.850, 0.852], [-5.010, -2.220, 2.726], [-3.794, -1.778, 3.105], [-5.840, -2.038, 3.737], [-4.962, -3.473, 2.280], [1.470, -1.739, 1.151], [2.544, -1.138, 1.658], [0.536, -2.043, 2.077], [0.968, -0.975, 0.218], [1.898, -3.396, 0.375], [3.042, -3.132, -0.575], [2.274, -4.183, 1.520], [0.285, -3.828, -0.208], [0.763, -5.244, -0.660], [2.048, -5.433, -1.344], [0.399, -6.208, 0.391], [-0.561, -5.572, -2.042], [-1.790, -5.035, -1.929], [-0.046, -5.027, -3.150], [-0.591, -6.883, -2.116], [5.613, 0.519, -2.434], [4.799, -0.331, -3.059], [5.577, 1.652, -3.147], [5.229, 0.785, -1.253], [7.481, -0.116, -2.604], [7.833, -0.138, -4.008], [8.304, 0.733, -1.781], [7.390, -1.793, -2.092], [7.932, -1.686, -0.610], [9.351, -1.414, -0.590], [7.091, -0.915, 0.286], [7.978, -3.529, 0.120], [7.939, -3.630, 1.404], [6.905, -4.145, -0.342], [8.995, -4.129, -0.551], [-1.718, 5.038, 1.687], [-1.614, 5.659, 0.461], [-1.785, 3.729, 1.623], [-0.769, 5.505, 2.415], [-3.285, 5.620, 2.663], [-4.405, 5.003, 1.955], [-3.085, 5.348, 4.091], [-3.128, 7.405, 2.467], [-4.555, 7.821, 2.010], [-5.707, 7.164, 2.592], [-4.620, 9.247, 2.200], [-4.568, 7.471, 0.089], [-5.246, 6.339, -0.100], [-5.137, 8.495, -0.533], [-3.366, 7.310, -0.435]]}


Entry 3:
{"formula": "C8H10", "method": "ωB97M-V with the def2-TZVPD basis set", "charge": 0, "relative_energy_kcal_mol": 108.3, "smiles": "c1ccccc1.C=C", "lumo_ev": 1.0, "multiplicity": 1, "elements": ["C", "C", "C", "C", "C", "C", "H", "H", "H", "H", "H", "H", "C", "C", "H", "H", "H", "H"], "positions_angstrom": [[0.535, 1.136, 1.006], [0.497, 1.440, -0.388], [1.203, 0.426, -1.258], [1.597, -0.815, -0.843], [1.333, -1.186, 0.472], [0.830, -0.231, 1.322], [0.575, 1.772, 1.817], [0.344, 2.466, -0.850], [0.979, 0.575, -2.256], [2.196, -1.755, -1.441], [1.940, -2.105, 0.910], [0.940, -0.507, 2.293], [-2.768, 0.412, -0.064], [-2.681, -1.027, -0.194], [-2.639, 1.010, 0.854], [-2.432, 0.869, -1.103], [-2.903, -1.788, 0.719], [-2.283, -1.462, -1.267]]}


Entry 4:
{"formula": "C8H10", "method": "ωB97M-V with the def2-TZVPD basis set", "charge": 0, "relative_energy_kcal_mol": 50.9, "smiles": "C=CC1=CCC=CC1", "lumo_ev": 1.0, "multiplicity": 1, "elements": ["C", "C", "C", "C", "C", "C", "C", "C", "H", "H", "H", "H", "H", "H", "H", "H", "H", "H"], "positions_angstrom": [[-1.146, 1.989, -1.878], [-0.947, 1.667, -0.640], [-0.424, 0.379, -0.073], [-0.335, 0.299, 1.270], [0.342, -0.822, 1.940], [1.088, -1.732, 0.993], [1.077, -1.597, -0.310], [0.250, -0.536, -0.988], [-0.741, 1.344, -2.681], [-1.646, 2.884, -2.148], [-1.422, 2.351, 0.155], [-0.706, 1.004, 1.980], [-0.338, -1.227, 2.747], [1.172, -0.291, 2.380], [1.676, -2.480, 1.542], [1.653, -2.388, -0.881], [0.929, 0.081, -1.668], [-0.481, -0.926, -1.740]]}


Entry 5:
{"formula": "C8H10AuBrN", "method": "ωB97M-V with the def2-TZVPD basis set", "charge": -1, "s2": 2.029, "lumo_ev": [3.5, 2.6], "multiplicity": 3, "elements": ["C", "C", "C", "C", "C", "Au", "C", "C", "C", "N", "H", "H", "H", "H", "H", "H", "H", "H", "H", "H", "Br"], "positions_angstrom": [[-1.476, 1.230, 0.035], [-0.454, 1.539, -0.913], [0.655, 2.090, -0.207], [0.318, 2.131, 1.193], [-1.015, 1.610, 1.336], [0.517, -0.269, 0.878], [1.503, -1.511, -1.194], [0.191, -1.627, -0.772], [-0.890, -2.284, -1.251], [-0.618, -1.756, 1.432], [1.577, 2.441, -0.641], [-0.539, 1.416, -1.979], [0.923, 2.548, 1.980], [-1.597, 1.579, 2.239], [-2.451, 0.847, -0.200], [1.843, -0.759, -1.907], [-1.100, -2.053, 2.326], [2.232, -2.197, -0.761], [-0.739, -2.788, -2.212], [-1.852, -2.343, -0.750], [2.971, 0.156, 1.368]]}


Entry 6:
{"formula": "C8H10AuCl3GeN2O2S2", "method": "ωB97M-V with the def2-TZVPD basis set", "charge": 1, "relative_energy_kcal_mol": 3.0, "s2": 3.792, "lumo_ev": [-4.5, -7.6], "multiplicity": 4, "elements": ["Au", "C", "O", "C", "C", "O", "C", "H", "H", "H", "H", "H", "H", "H", "H", "H", "H", "S", "C", "S", "C", "C", "N", "C", "N", "Cl", "Ge", "Cl", "Cl"], "positions_angstrom": [[-0.277, -0.583, -0.569], [3.005, -0.914, -1.273], [2.120, -0.304, -0.344], [2.451, -0.603, 1.007], [1.512, 0.161, 1.922], [0.211, -0.402, 1.832], [-0.726, 0.257, 2.667], [4.023, -0.544, -1.112], [2.671, -0.631, -2.269], [2.995, -2.004, -1.163], [3.483, -0.294, 1.208], [2.359, -1.682, 1.188], [1.484, 1.219, 1.631], [1.867, 0.090, 2.956], [-0.409, 0.206, 3.710], [-1.676, -0.259, 2.558], [-0.835, 1.307, 2.381], [-2.383, 0.733, -0.054], [-2.194, 1.542, -1.544], [-0.932, 0.957, -2.533], [-2.998, 2.639, -1.871], [-2.865, 3.329, -3.086], [-2.751, 3.922, -4.062], [-3.931, 3.140, -0.947], [-4.664, 3.579, -0.181], [-2.388, -3.884, -0.526], [-0.388, -3.132, -0.512], [0.598, -3.932, 1.214], [0.638, -3.912, -2.227]]}


Entry 7:
{"formula": "C8H10B2F14O4Sn", "method": "ωB97M-V with the def2-TZVPD basis set", "charge": 1, "relative_energy_kcal_mol": 0.0, "s2": 0.757, "lumo_ev": [-7.1, -9.0], "multiplicity": 2, "elements": ["Sn", "B", "F", "F", "F", "F", "B", "F", "F", "F", "F", "C", "C", "O", "C", "O", "C", "F", "F", "F", "H", "H", "H", "H", "H", "C", "C", "O", "C", "O", "C", "F", "F", "F", "H", "H", "H", "H", "H"], "positions_angstrom": [[1.293, 1.966, -2.819], [-1.856, 1.338, -2.346], [-1.356, 1.098, -1.056], [-3.147, 0.995, -2.320], [-1.707, 2.669, -2.631], [-1.171, 0.496, -3.214], [0.370, 3.479, 0.482], [-0.565, 3.488, 1.455], [-0.297, 4.064, -0.626], [1.410, 4.306, 0.961], [0.891, 2.235, 0.144], [3.283, -4.012, -3.822], [2.843, -2.948, -2.892], [1.515, -3.289, -2.549], [0.660, -2.350, -2.170], [0.906, -1.140, -2.222], [-0.682, -2.949, -1.767], [-0.940, -4.027, -2.462], [-0.594, -3.247, -0.456], [-1.667, -1.991, -1.804], [2.451, -4.639, -4.144], [4.108, -4.590, -3.406], [3.655, -3.486, -4.701], [2.743, -1.927, -3.261], [3.535, -2.843, -2.057], [-0.758, 2.865, 5.149], [-1.548, 2.191, 4.103], [-1.013, 1.062, 3.628], [-1.476, 0.501, 2.479], [-2.339, 1.138, 1.755], [-0.873, -0.832, 2.123], [0.345, -0.822, 2.647], [-1.544, -1.793, 2.648], [-0.678, -0.906, 0.794], [-1.245, 3.541, 5.852], [0.116, 3.418, 4.806], [-0.442, 2.105, 5.863], [-1.711, 2.951, 3.339], [-2.518, 1.886, 4.496]]}


Entry 8:
{"formula": "C8H10BF3N", "method": "ωB97M-V with the def2-TZVPD basis set", "charge": -1, "lumo_ev": 3.6, "multiplicity": 1, "elements": ["F", "C", "F", "F", "C", "C", "B", "C", "C", "C", "C", "C", "N", "H", "H", "H", "H", "H", "H", "H", "H", "H", "H"], "positions_angstrom": [[2.031, 0.230, 1.841], [2.687, 0.663, 0.757], [3.788, -0.075, 0.601], [3.081, 1.939, 1.096], [1.814, 0.743, -0.470], [1.521, -0.615, -1.133], [0.411, -1.569, -0.363], [-0.952, -0.758, 0.066], [-1.470, 0.160, -0.850], [-2.590, 0.882, -0.509], [-3.108, 0.625, 0.735], [-2.583, -0.309, 1.576], [-1.496, -1.021, 1.262], [2.338, 1.370, -1.202], [0.922, 1.299, -0.172], [2.447, -1.188, -1.235], [1.148, -0.417, -2.149], [0.094, -2.502, -1.097], [0.939, -2.085, 0.607], [-0.981, 0.320, -1.801], [-3.031, 1.614, -1.175], [-3.978, 1.190, 1.068], [-3.033, -0.495, 2.548]]}


Entry 9:
{"formula": "C8H10BrNO2", "method": "ωB97M-V with the def2-TZVPD basis set", "charge": 0, "relative_energy_kcal_mol": 64.4, "smiles": "C/C(=C/C=C\\C=C\\CBr)[N+](=O)[O-]", "lumo_ev": -0.3, "multiplicity": 1, "elements": ["C", "C", "C", "C", "C", "C", "C", "C", "Br", "N", "O", "O", "H", "H", "H", "H", "H", "H", "H", "H", "H", "H"], "positions_angstrom": [[1.671, 2.230, 1.057], [1.148, 0.910, 1.323], [0.797, -0.056, 0.499], [0.161, -1.261, 1.038], [-0.663, -1.964, 0.278], [-1.164, -1.640, -0.985], [-1.376, -0.363, -1.423], [-1.689, -0.314, -2.951], [-0.016, 0.324, -3.883], [0.817, 0.671, 2.718], [-0.322, 0.261, 2.977], [1.691, 0.920, 3.551], [0.881, 2.979, 1.181], [1.883, 2.296, -0.088], [2.551, 2.451, 1.662], [1.085, -0.037, -0.557], [0.458, -1.518, 2.030], [-1.050, -2.942, 0.708], [-1.444, -2.370, -1.740], [-1.150, 0.516, -0.869], [-2.521, 0.250, -3.259], [-1.749, -1.342, -3.268]]}


Entry 10:
{"formula": "C8H10BrOPS", "method": "ωB97M-V with the def2-TZVPD basis set", "charge": 0, "smiles": "O=C(Br)C[PH2](S)c1ccccc1", "lumo_ev": 0.4, "multiplicity": 1, "elements": ["O", "C", "Br", "C", "P", "S", "C", "C", "C", "C", "C", "C", "H", "H", "H", "H", "H", "H", "H", "H", "H", "H"], "positions_angstrom": [[1.261, 2.300, -0.487], [0.510, 2.182, -1.376], [0.708, 3.355, -2.943], [-0.647, 1.246, -1.477], [-1.369, 0.858, 0.207], [-2.926, 2.479, 0.007], [-0.164, -0.567, 0.508], [0.933, -0.376, 1.345], [1.843, -1.408, 1.560], [1.641, -2.633, 0.941], [0.542, -2.842, 0.111], [-0.356, -1.805, -0.101], [-1.406, 1.711, -2.091], [-0.299, 0.342, -1.972], [-2.457, -0.030, 0.306], [-0.955, 1.467, 1.406], [-2.111, 3.545, 0.005], [1.071, 0.587, 1.818], [2.685, -1.229, 2.209], [2.339, -3.439, 1.112], [0.383, -3.800, -0.356], [-1.227, -1.942, -0.733]]}